Density functional theory data (ωB97M-V with the def2-TZVPD basis set) for a 3-piece molecular cluster, C4H4O7 overall at a distorted geometry.

```
! RIJCOSX wB97M-V def2-TZVPD def2/J DEFGRID3
* xyz 0 1
C 1.579 1.255 2.041
C 0.507 -1.457 1.233
C -0.875 0.266 -0.383
C 0.008 -0.291 -1.227
O 2.160 1.430 1.065
O -0.360 -1.684 1.892
O 1.039 0.898 2.979
O -0.701 1.015 0.723
O -2.138 0.180 -0.791
O 1.404 -0.359 -1.234
O -0.508 -0.968 -2.328
H -1.630 1.192 1.097
H -2.337 -0.252 -1.717
H 1.663 0.142 -0.533
H 0.189 -1.369 -2.817
*
```

The HOMO energy is -0.278 Ha. The gap between HOMO and LUMO comes out at 8.082 eV. The value obtained for the energy is -681.47021 Ha. The calculation puts the relative energy (zero: lowest compared OMol25 entry of this formula, charge and spin) at 0.182 eV.